CH4BrNO | ωB97M-V with the def2-TZVPD basis set

XYZ file:
```
8
Properties=species:S:1:pos:R:3
Br 0.83 -2.07 0.07
O -0.79 0.54 -0.30
N -0.01 -1.48 -1.44
C 0.06 1.11 0.54
H -0.47 1.83 1.09
H 0.47 0.33 1.35
H -0.95 -2.01 -1.39
H 0.85 1.75 0.08
```

The spin multiplicity is 1. The LUMO energy (alpha / beta) is -0.10024 / -0.10026 Ha. For the largest force on an atom, the calculation gives 2.8 eV/Å. The total charge is 0. Its HOMO-LUMO gap (alpha / beta) is 6.48 / 6.48 eV. The total energy is -2744.27972 Eh. The value obtained for the HOMO energy (alpha / beta) is -9.2 / -9.2 eV. The energy above the lowest of the compared OMol25 structures with the same formula, charge and spin is 93.8 kcal per mole.



C9H14N2 | ωB97M-V with the def2-TZVPD basis set

XYZ file:
```
25
Properties=species:S:1:pos:R:3
N -1.78 -0.61 1.10
N -0.91 -1.69 1.33
C -0.33 0.36 -0.73
C -2.91 0.50 -0.70
C 2.25 0.52 -1.11
C -0.27 -1.97 2.38
C -1.62 -0.04 -0.16
C -2.54 -0.84 -1.21
C 2.99 -0.04 0.05
C 0.91 0.22 -0.37
C 1.67 -0.13 0.85
H 3.61 0.67 0.42
H -2.19 -0.10 1.86
H -0.77 -2.17 0.44
H -0.64 -1.46 3.36
H -3.03 -1.71 -0.82
H 1.52 -1.03 1.39
H 3.57 -1.06 -0.09
H 2.33 1.67 -1.28
H 1.71 0.57 1.62
H -3.70 0.64 -0.05
H -0.64 0.71 -1.77
H -2.81 1.30 -1.55
H -2.37 -0.80 -2.22
H 2.37 0.11 -2.12
```

The spin multiplicity is 1. The LUMO energy is 0.03435 Ha. For the largest force on an atom, the calculation gives 3.9 eV/Å. The total charge is 0. Its HOMO-LUMO gap is 8.78 eV. The total energy is -460.58760 Eh. The value obtained for the HOMO energy is -7.8 eV. The energy above the lowest of the compared OMol25 structures with the same formula, charge and spin is 166.2 kcal per mole.



C2H6NO3S | ωB97M-V with the def2-TZVPD basis set

XYZ file:
```
13
Properties=species:S:1:pos:R:3
S 0.98 -0.60 -0.51
O 3.90 0.29 -1.19
O 4.42 0.55 0.89
O 2.21 -0.16 0.52
N 3.84 0.31 -0.05
C 0.47 1.08 -1.16
C -0.30 -0.87 0.69
H -0.39 0.96 -1.78
H -0.63 -1.95 0.42
H 0.19 1.60 -0.28
H 1.46 1.49 -1.68
H -0.96 -0.01 0.62
H 0.11 -0.98 1.65
```

The spin multiplicity is 1. The LUMO energy is -0.20089 Ha. For the largest force on an atom, the calculation gives 3.3 eV/Å. The total charge is +1. Its HOMO-LUMO gap is 10.15 eV. The total energy is -757.99370 Eh. The value obtained for the HOMO energy is -15.6 eV. The energy above the lowest of the compared OMol25 structures with the same formula, charge and spin is 73.7 kcal per mole.



C39H25F12N2O8STi | ωB97M-V with the def2-TZVPD basis set

XYZ file:
```
88
Properties=species:S:1:pos:R:3
Ti 0.59 -0.61 -0.33
S -1.16 0.32 2.41
F -2.12 1.11 -2.69
F -1.54 -3.59 -2.12
F -0.64 3.26 1.63
F 3.31 2.41 1.39
F -1.15 2.35 -0.26
F -0.09 4.24 -0.22
F -3.38 -2.68 -2.73
F 1.96 4.09 1.68
F -3.72 -0.04 -1.82
F -2.80 -2.64 -0.66
F -3.10 -0.38 -3.88
F 1.62 2.21 2.70
O 3.73 -2.56 4.52
O 4.74 0.12 0.03
O -0.63 -0.88 1.67
O 2.75 -0.46 -0.89
O -0.43 -4.07 1.40
O 0.22 -2.65 -0.24
O 0.90 0.91 0.63
O -1.18 -0.63 -0.90
N 1.92 -1.58 1.04
N 0.75 0.51 -1.99
C -1.88 0.04 6.38
C 1.74 -0.69 -3.89
C -2.32 -2.53 -1.90
C -2.66 -0.11 -2.64
C -1.72 -2.20 5.52
C -2.90 0.43 1.97
C -1.93 -1.33 6.58
C -3.54 -0.71 1.51
C 3.10 -1.06 1.31
C 0.25 -3.18 0.94
C 2.98 4.08 -2.46
C 1.78 2.20 -3.40
C 1.45 1.68 -2.13
C -1.45 -0.34 4.06
C -1.63 0.55 5.11
C 2.52 3.35 -3.56
C 2.03 2.74 1.54
C -1.60 -1.13 -2.12
C 0.27 -3.21 -6.32
C -0.60 -2.09 -4.25
C -4.90 1.72 1.74
C 0.68 -0.44 -3.01
C 3.12 -2.28 3.34
C -0.47 -1.23 -3.15
C 2.57 3.63 -1.21
C 3.82 5.32 -2.61
C -4.88 -0.63 1.16
C -1.47 -1.71 4.24
C 3.75 -1.37 2.49
C 1.62 -1.57 -4.94
C 1.94 -2.93 2.96
C 1.38 -2.55 1.76
C -3.55 1.65 2.08
C -5.56 0.58 1.29
C 1.81 2.49 -1.03
C 0.42 -2.26 -5.16
C 3.62 -0.35 0.06
C 1.17 2.23 0.34
C -0.20 3.04 0.37
H 0.89 -2.91 -7.17
H 1.44 1.68 -4.28
H -3.02 2.53 2.40
H -1.75 -3.28 5.68
H -2.03 0.72 7.21
H 4.10 5.47 -3.66
H 3.27 6.21 -2.29
H 4.72 -0.95 2.73
H -2.13 -1.73 7.57
H 2.68 -0.18 -3.72
H -1.58 1.62 4.94
H -5.43 2.66 1.82
H -6.60 0.64 1.00
H 4.73 5.26 -2.02
H -0.77 -3.25 -6.66
H -5.38 -1.50 0.78
H 2.85 4.23 -0.36
H -1.29 -2.37 3.40
H 3.19 -3.20 5.00
H 1.50 -3.72 3.55
H 2.75 3.70 -4.56
H -2.98 -1.63 1.40
H 0.57 -4.23 -6.05
H -1.51 -2.64 -4.39
H 2.46 -1.73 -5.61
```

The spin multiplicity is 1. The LUMO energy is 0.07912 Ha. For the largest force on an atom, the calculation gives 1.7 eV/Å. The total charge is -1. Its HOMO-LUMO gap is 6.57 eV. The total energy is -4659.02501 Eh. The value obtained for the HOMO energy is -4.4 eV. The energy above the lowest of the compared OMol25 structures with the same formula, charge and spin is 3.3 kcal per mole.



C41H44ClF9NO4P2SSe2V | ωB97M-V with the def2-TZVPD basis set

XYZ file:
```
106
Properties=species:S:1:pos:R:3
Se -1.07 -4.13 -1.92
Se -0.74 -3.43 1.82
V 1.14 -1.72 -1.88
Cl 2.03 -2.13 0.22
S 0.19 0.04 -3.75
P -1.14 1.27 2.13
P 2.06 1.17 2.16
F 3.66 -4.79 -5.51
F 2.44 -5.18 -1.66
F 4.48 -4.51 -1.75
F 5.26 -3.19 -3.99
F 4.29 -2.00 -2.45
F 3.77 -1.71 -4.52
F 3.77 -5.97 -3.16
F 1.69 -5.26 -4.72
F 2.06 -3.36 -5.66
O -0.51 -1.25 -3.58
O 0.84 0.32 -2.42
O 1.83 -3.10 -3.00
O 1.09 0.14 -4.86
N -2.17 -0.73 -0.62
C -5.20 1.09 2.29
C 2.60 -4.28 -4.86
C 1.37 -1.13 3.53
C 4.29 2.94 2.53
C 5.64 3.26 2.39
C 4.69 0.81 1.51
C 1.99 -1.71 5.77
C 6.51 2.34 1.83
C 2.74 -0.54 5.86
C 2.94 -3.68 -3.46
C 2.11 0.04 3.61
C -0.91 4.45 -1.23
C -2.85 1.45 2.77
C -3.83 4.49 -4.72
C -5.54 1.54 3.56
C -0.26 2.35 -0.27
C -2.85 3.38 -4.47
C -1.89 -5.02 -0.37
C -2.53 -3.40 2.60
C -0.14 3.30 -1.27
C -2.91 2.62 -3.30
C 1.30 -2.00 4.61
C 3.80 1.72 2.10
C 2.80 0.33 4.78
C -0.21 2.23 3.43
C -3.21 1.89 4.04
C 6.04 1.11 1.39
C -0.95 -5.09 0.82
C -0.95 2.06 -5.18
C -1.86 3.08 -5.40
C -1.90 3.71 0.84
C -2.72 -3.55 -2.77
C -4.54 1.93 4.43
C 4.09 -2.64 -3.61
C -3.87 1.03 1.90
C -1.03 1.31 -4.01
C 3.42 -4.85 -2.50
C -1.13 2.55 0.80
C -2.01 1.60 -3.07
C -1.79 4.65 -0.17
C 1.22 2.60 2.98
H 0.85 -1.36 2.60
H -5.97 0.77 1.60
H -4.38 4.75 -3.82
H -2.17 -6.03 -0.67
H -2.66 -1.05 -1.45
H -1.37 -0.22 -0.97
H -4.56 4.19 -5.48
H 7.56 2.59 1.72
H -2.58 -2.49 3.20
H 3.40 1.23 4.85
H 6.71 0.40 0.93
H 1.77 2.97 3.85
H 3.29 -0.31 6.77
H -2.44 2.20 4.74
H -3.60 0.67 0.91
H -2.69 -4.26 3.24
H -3.29 -3.35 1.83
H -2.81 -4.48 -0.13
H 3.62 3.68 2.97
H 0.07 -5.35 0.50
H 1.17 3.41 2.24
H -2.42 -2.85 -3.54
H -1.79 3.66 -6.31
H -0.16 1.60 4.32
H 1.95 -2.39 6.61
H 4.31 -0.14 1.14
H -3.33 5.38 -5.09
H -1.78 -1.56 -0.18
H -0.17 1.83 -5.89
H 6.01 4.22 2.73
H -0.76 3.14 3.67
H 0.34 1.44 -0.31
H -6.58 1.57 3.87
H -3.36 -3.04 -2.04
H -4.80 2.27 5.43
H 0.73 -2.91 4.52
H 0.53 3.11 -2.10
H -0.84 5.18 -2.03
H -1.28 -5.85 1.52
H -2.40 5.55 -0.14
H -3.25 -4.39 -3.20
H -2.59 3.87 1.66
H -2.06 1.06 -2.14
H -3.66 2.85 -2.55
```

The spin multiplicity is 4. The LUMO energy (alpha / beta) is 0.07833 / 0.07829 Ha. For the largest force on an atom, the calculation gives 0.7 eV/Å. The total charge is -1. Its HOMO-LUMO gap (alpha / beta) is 6.75 / 7.69 eV. The total energy is -10131.45637 Eh. The value obtained for the HOMO energy (alpha / beta) is -4.6 / -5.6 eV. The energy above the lowest of the compared OMol25 structures with the same formula, charge and spin is 0.0 kcal per mole.



C5H11N3 | ωB97M-V with the def2-TZVPD basis set

XYZ file:
```
19
Properties=species:S:1:pos:R:3
N 1.96 -1.12 0.74
N 1.88 -1.39 -2.35
N 0.79 -0.24 2.43
C 0.93 -0.84 -2.66
C -1.45 0.95 0.52
C 0.90 -0.42 1.12
C -2.07 1.42 1.59
C -0.26 -0.15 -3.07
H 2.12 -1.30 -0.23
H -1.89 2.41 1.97
H 2.65 -1.50 1.40
H 1.45 -0.60 3.11
H -0.01 0.63 -3.79
H -0.01 0.28 2.77
H -2.84 0.85 2.09
H -0.97 -0.85 -3.52
H -0.72 0.30 -2.18
H -1.70 0.00 0.09
H -0.75 1.56 -0.03
```

The spin multiplicity is 1. The LUMO energy is 0.03272 Ha. For the largest force on an atom, the calculation gives 0.7 eV/Å. The total charge is 0. Its HOMO-LUMO gap is 8.71 eV. The total energy is -361.29839 Eh. The value obtained for the HOMO energy is -7.8 eV. The energy above the lowest of the compared OMol25 structures with the same formula, charge and spin is 57.1 kcal per mole.